This record from the OMol25 dataset describes a cluster of 2 separate species, C3H9NO in total at a distorted geometry. The level of theory is ωB97M-V/def2-TZVPD.

Results
LUMO energy   0.82 eV
Frontier orbital gap   0.404 Eh
Spin multiplicity   1
Energy   -6793.1290 eV
ΔE to the lowest compared entry with this formula, charge and spin   44.4 kcal per mole
HOMO   -0.37429 hartree

Geometry as XYZ:
```
14
Properties=species:S:1:pos:R:3:forces:R:3:nbo_charge:R:1
O -1.223 1.949 2.484 -0.07 -1.37 0.08 -0.93
N 0.581 0.170 0.411 -0.05 -0.75 -0.14 -0.41
C 1.370 -0.774 0.741 -1.42 1.57 1.19 -0.07
C 0.149 -0.264 -2.039 0.00 1.53 1.14 -0.63
C -0.434 -0.194 -0.570 -0.84 -0.84 -1.44 -0.27
H 0.130 -1.196 -2.591 -0.64 -0.09 0.09 0.22
H -1.783 1.265 2.883 -0.38 0.68 0.27 0.45
H 1.175 -1.774 0.388 0.57 -0.57 -0.13 0.16
H -0.310 0.616 -2.551 0.51 -1.09 -0.24 0.22
H -1.004 -1.121 -0.319 0.77 0.31 0.10 0.18
H -0.613 1.321 2.063 0.53 0.70 -0.45 0.48
H 1.976 -0.509 1.610 0.64 -0.64 -0.50 0.19
H -1.213 0.558 -0.617 0.07 0.34 0.41 0.20
H 1.200 -0.047 -1.892 0.31 0.22 -0.37 0.21
```
Positions in Å, forces in eV/Å.